The following is a DFT calculation (wB97M-V/def2-TZVPD) of C21H43N3O3PRhS3 as an isolated structure in a non-equilibrium geometry.

2S+1   1

The geometry in XYZ format:
```
75
Properties=species:S:1:pos:R:3:forces:R:3
Rh -0.57519 -0.13370 -1.20654 0.3624 -0.9833 -3.1258
C -3.70526 3.41968 -0.59044 0.2365 0.0498 0.1787
N -4.27863 2.18573 -1.08914 0.1489 -0.0057 0.0300
C -5.53852 2.32680 -1.77715 -0.0807 -0.0809 -0.1900
C -3.53962 1.06114 -1.04850 -0.2583 0.0321 0.0449
O -2.50113 1.00931 -0.40327 0.1390 0.1327 0.0710
C -4.05177 -0.14608 -1.84800 0.2068 -0.0033 -0.1486
O -3.00785 -1.07485 -2.02821 0.1337 0.1311 0.2106
C -3.19364 -2.39343 -1.58186 0.0580 -0.0870 -0.1645
C -2.56250 -2.58429 -0.20183 -0.1808 -0.0265 -0.0865
O -1.79541 -1.74385 0.24270 0.1216 0.0515 0.2520
N -2.88744 -3.68262 0.50812 -0.0342 -0.0051 0.1712
C -3.55314 -4.85022 -0.01335 -0.0576 -0.1522 -0.1739
C -2.28267 -3.86560 1.81036 0.1175 0.1479 0.1539
H -4.29156 3.80365 0.24559 0.0038 0.0367 0.0130
H -3.69204 4.16143 -1.39057 -0.0157 0.0382 0.0010
H -2.68560 3.22438 -0.26149 -0.1443 0.0840 -0.0146
H -6.12611 3.08413 -1.25747 -0.0501 -0.0787 -0.0368
H -6.09840 1.39543 -1.77250 -0.0578 -0.0006 -0.0152
H -5.38845 2.65352 -2.80955 -0.0805 0.0081 -0.0397
H -4.36327 0.19420 -2.84568 -0.0204 -0.0596 0.2121
H -4.91177 -0.60363 -1.34119 0.0636 0.1195 -0.0160
H -2.64822 -3.02355 -2.29739 -0.1730 -0.0078 0.1599
H -4.25474 -2.66678 -1.59681 0.1066 0.0184 0.0522
H -4.17200 -4.61019 -0.87072 -0.0373 -0.0182 -0.0629
H -4.18883 -5.27096 0.76786 -0.0165 -0.0038 -0.0927
H -2.82188 -5.60874 -0.31118 -0.0759 -0.0206 -0.0083
H -1.97796 -2.89519 2.19233 0.0382 -0.0729 0.0414
H -1.40884 -4.51798 1.75230 0.0454 -0.0223 0.0238
H -3.01625 -4.31163 2.48170 0.0130 -0.0244 0.0118
S -0.70261 -1.67099 -5.55792 0.0108 0.2145 0.3868
C -0.54511 -1.06526 -4.02440 -0.2038 -0.5284 -1.0456
S -0.95113 0.54439 -3.60705 0.8121 -0.2205 2.1220
S 0.01061 -2.03754 -2.71998 -0.1313 1.6355 1.4143
C 2.67775 3.41898 -0.33997 -0.0504 -0.0684 -0.1583
C 2.54456 2.55316 0.91912 -0.2179 -0.3857 -0.2364
C 1.27662 3.00810 1.63757 -0.0682 -0.0492 0.0205
C 3.74496 2.74651 1.83790 -0.0174 -0.1906 -0.1190
P 2.17415 0.74356 0.36550 -0.0679 -0.6122 0.1519
N 1.09288 0.81693 -0.75147 -0.8825 0.3564 -0.6176
C 1.50026 -0.30742 1.84931 0.4231 0.3599 -0.2337
C 2.28865 -0.24726 3.15290 -0.0752 0.0569 -0.1325
C 1.44237 -1.74498 1.33175 -0.0266 0.1342 -0.1821
C 0.05314 0.11066 2.11574 -0.0702 0.0614 -0.2790
C 3.77553 -0.06753 -0.32805 -0.2484 0.1500 0.3544
C 3.34724 -1.17861 -1.28539 -0.2222 0.0908 -0.0417
C 4.74815 -0.59703 0.71843 -0.0560 0.0386 -0.0571
C 4.48523 0.98417 -1.17907 -0.0946 0.0226 0.0613
H 2.35497 4.43678 -0.12223 -0.0117 0.0890 0.1062
H 2.03746 3.02407 -1.12816 -0.0203 0.0636 -0.0815
H 3.69882 3.47707 -0.70172 0.0774 -0.0481 -0.0585
H 1.25931 4.09379 1.72420 0.1101 0.1214 0.0003
H 1.22190 2.60154 2.64237 -0.0740 -0.0660 0.1331
H 0.40591 2.69898 1.06283 -0.1667 0.0431 0.0462
H 3.80316 3.79657 2.12845 -0.0185 0.0865 0.0254
H 4.68092 2.49176 1.34866 0.1136 -0.0242 -0.0150
H 3.65628 2.15277 2.74237 0.0493 -0.0566 0.1657
H 3.33543 -0.49587 3.01278 0.1447 -0.0349 0.0470
H 1.85778 -0.97006 3.84721 0.0022 -0.0534 0.1581
H 2.22118 0.73821 3.61179 0.0176 0.0274 0.0647
H 2.42109 -2.20968 1.28774 0.1185 -0.0602 -0.1123
H 0.98077 -1.75608 0.33714 0.1009 -0.2348 0.0942
H 0.82462 -2.34689 1.99651 -0.1153 -0.0521 0.1051
H -0.02557 1.02466 2.69481 -0.0374 0.0727 -0.0572
H -0.45306 -0.67465 2.67673 -0.0177 -0.1277 0.0415
H -0.48813 0.23977 1.16875 -0.0257 0.0814 0.4272
H 3.03912 -2.08521 -0.77731 -0.0650 -0.1225 0.0866
H 4.17211 -1.43671 -1.94721 0.1916 -0.0116 -0.0245
H 2.51814 -0.83144 -1.90099 0.0031 -0.0555 -0.0518
H 4.34675 -1.45061 1.25619 -0.0155 -0.0826 0.0987
H 5.02526 0.17053 1.43629 0.1015 0.0730 0.1359
H 5.65585 -0.92855 0.21227 0.1171 -0.0342 -0.0100
H 3.78707 1.41385 -1.89156 -0.0020 0.1316 -0.1405
H 5.29229 0.50785 -1.73548 0.0591 -0.0910 -0.0433
H 4.92601 1.77160 -0.57547 0.0379 0.1025 -0.0018
```
Positions in Å, forces in eV/Å.

---

The following is a DFT calculation (wB97M-V/def2-TZVPD) of one molecule with the formula C6H14O in a non-equilibrium geometry.

SMILES   CCCCCOC
2S+1   1

The geometry in XYZ format:
```
21
Properties=species:S:1:pos:R:3:forces:R:3
C -3.40368 0.06449 -0.78294 -0.0337 0.0081 -0.0096
C -2.26480 -0.30918 0.17137 0.0141 -0.0184 0.0607
C -0.88622 -0.12936 -0.45644 -0.0525 0.0513 -0.0929
C 0.30264 -0.47027 0.44395 -0.0611 0.1427 -0.1135
C 1.61323 -0.24536 -0.32186 -0.1172 -0.4654 -0.1020
O 2.50972 0.42222 0.52707 0.0831 -0.0994 0.2695
C 3.62897 0.81449 -0.22546 0.3318 -0.8059 0.3362
H -4.38312 -0.06983 -0.31115 0.1530 0.0051 -0.0484
H -3.38658 -0.55658 -1.68792 0.0422 0.0843 0.1720
H -3.33755 1.11182 -1.10522 0.0601 -0.1791 0.0928
H -2.32070 0.30456 1.08078 -0.0440 -0.0940 -0.1135
H -2.38240 -1.35359 0.49378 0.0034 0.1625 -0.0405
H -0.83543 -0.72136 -1.38250 0.0225 0.0302 0.1321
H -0.75982 0.91765 -0.76310 -0.1206 -0.0882 -0.0347
H 0.19793 -1.48068 0.88404 0.2417 0.3393 -0.4002
H 0.34808 0.22351 1.29641 -0.1692 -0.1259 -0.1983
H 2.04861 -1.18583 -0.73876 -0.1540 0.2992 0.4439
H 1.52685 0.41951 -1.20504 -0.7723 -0.3022 0.1667
H 4.31774 -0.05811 -0.30472 -0.1700 0.5274 -0.2553
H 4.14053 1.59980 0.34807 -0.1757 0.0105 -0.6264
H 3.23581 1.06581 -1.23247 0.9186 0.5180 0.3613
```
Positions in Å, forces in eV/Å.

---

The following is a DFT calculation (wB97M-V/def2-TZVPD) of C3H5ErO4 as an isolated structure in a non-equilibrium geometry.

Total charge   +1
2S+1   5

The geometry in XYZ format:
```
13
Properties=species:S:1:pos:R:3:forces:R:3
C -2.14664 0.02526 0.23258 -0.5623 -0.2356 0.0185
O -0.80981 0.45837 0.11709 0.7273 0.5003 -0.2579
C 0.00854 -0.40699 -0.62736 -0.7409 -0.6175 0.3940
O 1.29527 0.11247 -0.58215 1.5931 1.4894 -0.1641
Er 2.18194 2.47774 -0.83664 -0.0882 -3.6928 1.9163
H -2.67488 0.77789 0.82757 0.1444 -0.2732 -0.1276
H -2.62764 -0.04689 -0.75664 0.0970 -0.0359 0.2440
H -2.19143 -0.95345 0.73777 -0.0692 0.2864 -0.1297
H -0.31686 -0.45603 -1.68054 0.0981 -0.0155 0.2406
H -0.00058 -1.41067 -0.16936 0.1197 0.1891 -0.2055
O 2.98474 0.80180 0.73336 0.6993 2.3520 -1.6755
C 2.27483 -0.21819 0.65464 -2.6298 -1.2861 1.7609
O 2.02250 -1.16133 1.34967 0.6114 1.3396 -2.0139
```
Positions in Å, forces in eV/Å.

---

The following is a DFT calculation (wB97M-V/def2-TZVPD) of one molecule with the formula C5H10OS.

SMILES   CSCCCC=O
2S+1   1

The geometry in XYZ format:
```
17
Properties=species:S:1:pos:R:3:forces:R:3
C 2.65025 -0.74928 0.47540 -0.2561 0.2664 0.0796
S 1.53275 0.32346 -0.47126 0.1161 -0.1284 0.1519
C 0.29156 0.66173 0.81068 0.1468 0.1456 -0.0703
C -0.64479 -0.49903 1.15054 0.4981 0.0495 -0.0685
C -1.50664 -0.99414 -0.01772 -0.0916 -0.0610 0.3064
C -2.39060 0.10499 -0.52293 -0.0897 0.1224 -0.2538
O -2.05634 0.90719 -1.35665 0.0420 -0.0119 -0.0111
H 3.05530 -0.21785 1.34274 -0.0712 -0.0986 -0.1273
H 3.47183 -1.04390 -0.17271 -0.0365 -0.0146 -0.0502
H 2.10518 -1.63371 0.79672 0.1717 -0.1155 0.0656
H 0.81764 0.98719 1.71702 -0.1023 -0.0184 -0.1637
H -0.25012 1.52524 0.41432 -0.0510 -0.1200 0.1390
H -0.03648 -1.34716 1.46925 -0.0268 -0.0245 0.1447
H -1.24411 -0.20967 2.01826 -0.1583 -0.0216 -0.1042
H -2.11549 -1.81854 0.34813 -0.1581 -0.0838 -0.0193
H -0.86666 -1.37307 -0.81057 0.0717 0.1861 -0.1525
H -3.39847 0.19200 -0.07139 -0.0048 -0.0717 0.1337
```
Positions in Å, forces in eV/Å.

---

The following is a DFT calculation (wB97M-V/def2-TZVPD) of I4Zn as an isolated structure.

Total charge   -2
2S+1   1

The geometry in XYZ format:
```
5
Properties=species:S:1:pos:R:3:forces:R:3
Zn 37.32970 15.74395 2.49154 -0.2172 -0.5505 -0.0923
I 36.89439 18.32672 2.80864 0.1950 -0.0733 -0.0735
I 39.74365 14.58181 3.18011 -0.4406 0.3144 -0.0520
I 36.98474 14.87317 -0.17775 0.0356 0.2223 0.5013
I 35.20006 14.68315 4.07885 0.4271 0.0870 -0.2835
```
Positions in Å, forces in eV/Å.

---

The following is a DFT calculation (wB97M-V/def2-TZVPD) of a 2-piece molecular cluster, CH2F2IP overall in a non-equilibrium geometry.

2S+1   1

The geometry in XYZ format:
```
7
Properties=species:S:1:pos:R:3:forces:R:3
C 1.23786 -0.02881 0.33722 0.3578 -1.7110 -2.9118
F 0.52503 0.75934 -0.47390 0.6984 0.0206 0.7000
F 1.56334 -1.15724 -0.46226 -0.6374 1.7957 1.7774
P -2.43142 -0.76324 -0.24194 1.4065 0.7702 0.4844
I 2.93239 0.82294 1.16114 0.1772 0.1745 0.2941
H -2.72644 0.59492 -0.50900 -0.3638 0.0047 -0.1355
H -1.10076 -0.22791 0.18873 -1.6386 -1.0547 -0.2086
```
Positions in Å, forces in eV/Å.

---

The following is a DFT calculation (wB97M-V/def2-TZVPD) of one molecule with the formula C7H7N in a non-equilibrium geometry.

SMILES   C=C/C=C\C(=C)C#N
2S+1   1

The geometry in XYZ format:
```
15
Properties=species:S:1:pos:R:3:forces:R:3
C -1.97232 0.57684 -0.18707 -1.7003 2.7639 2.5665
C -1.62499 -0.59938 -0.66184 1.3452 -0.7960 1.2549
C -0.72219 -1.48597 0.01728 3.9574 2.1561 6.1868
C 0.37453 -0.69821 0.83725 -2.4615 -7.0442 -1.5017
C 1.08996 0.27035 0.11704 3.1015 -3.2727 -0.7108
C 1.01377 1.52402 0.15301 0.2861 5.6029 -2.3037
C 2.35656 -0.29667 -0.38746 2.0080 -0.0921 0.2090
N 3.47445 -0.61961 -0.48507 -2.0758 0.2877 -0.2600
H -1.92675 0.70406 1.07942 0.0346 0.0973 -4.0601
H -2.47560 1.39062 -0.89591 0.9996 -1.8508 1.9805
H -1.83262 -0.86841 -1.61921 -0.8823 -0.5475 -2.9128
H -0.85221 -2.53646 0.41053 -0.2521 1.1905 -1.0933
H 1.22152 -1.28265 1.50404 -2.7933 0.8759 -1.3733
H 1.75555 2.10496 -0.58204 -2.0368 -0.6638 2.2926
H 0.12034 1.81651 0.70002 0.4697 1.2929 -0.2747
```
Positions in Å, forces in eV/Å.

---

The following is a DFT calculation (wB97M-V/def2-TZVPD) of a 2-piece molecular cluster, C10H16N2O overall in a non-equilibrium geometry.

2S+1   3

The geometry in XYZ format:
```
29
Properties=species:S:1:pos:R:3:forces:R:3
C -0.78405 -0.58914 -2.22282 1.4720 -2.3268 4.7513
C -2.09723 -0.44980 2.07825 0.1231 0.3775 -0.6024
C -0.51167 0.02308 -3.39561 2.2533 1.7130 -2.6032
C 0.31309 2.21183 -1.07901 0.1375 -0.8075 0.1619
C -1.05990 1.88600 -0.55370 -0.5092 1.1614 -1.8680
C 0.15871 1.29082 0.13270 0.3101 1.3936 -0.9667
C 0.35118 -0.14848 -0.05491 0.1778 1.7384 1.2190
C 0.68992 2.07849 1.34978 1.1420 -2.4899 -2.0263
C 0.88536 -2.93278 1.93387 -1.9553 2.4347 -1.2924
C 1.34712 -2.21849 0.60392 -0.5522 0.5262 3.0244
N 0.05468 -0.81515 -1.11474 -4.2961 0.8025 -6.4498
N -2.58785 -1.45736 1.80701 0.3796 0.7360 0.4464
O 1.06186 -0.78543 0.83061 2.2175 -2.1729 2.1782
H -1.79084 -0.96415 -2.12456 -0.2277 -0.7550 0.0002
H -1.63765 0.54777 2.18083 -0.4782 -1.1365 0.0565
H 0.44051 0.55531 -3.61976 -0.7504 -0.6493 0.3940
H -1.17701 -0.02981 -4.24318 -0.4405 0.1513 0.2515
H 0.71112 1.84537 -2.01466 -0.3099 -0.1159 0.0595
H 0.72489 3.12721 -0.76224 0.3948 1.1183 -0.0487
H -1.67371 2.75904 -0.34726 0.2890 -0.0736 1.1883
H -1.62517 1.36937 -1.31608 0.0123 -0.7984 0.4076
H 1.74752 2.28922 1.27374 0.4154 -0.1524 -0.3761
H 0.60851 1.47069 2.17955 -0.6038 -0.7652 2.3325
H 0.21988 2.98899 1.35011 -1.4636 2.0637 0.5792
H -0.16580 -3.31922 1.97442 0.8425 0.6076 -0.3014
H 1.52914 -3.71341 2.10220 1.5678 -1.8974 0.7590
H 1.00501 -2.10604 2.65385 -0.0452 -0.7902 0.2116
H 0.82402 -2.57754 -0.25917 0.1954 -0.1318 -0.5975
H 2.43836 -2.33638 0.65687 -0.2979 0.2386 -0.8885
```
Positions in Å, forces in eV/Å.

---

The following is a DFT calculation (wB97M-V/def2-TZVPD) of a 2-piece molecular cluster, Br2ClOP overall in a non-equilibrium geometry.

SMILES   O=PCl.BrBr
2S+1   1

The geometry in XYZ format:
```
5
Properties=species:S:1:pos:R:3:forces:R:3
O -1.12107 -1.13928 -0.62185 -0.4552 0.2031 1.0446
P -1.82598 -0.69173 0.59707 0.7110 -0.4649 -1.0996
Cl -3.04419 0.85614 0.05384 -0.2292 0.2620 0.0518
Br 3.84206 -0.34782 0.04197 -1.0295 0.9988 -0.0607
Br 2.14918 1.32269 -0.07102 1.0029 -0.9990 0.0640
```
Positions in Å, forces in eV/Å.

---

The following is a DFT calculation (wB97M-V/def2-TZVPD) of one molecule with the formula C3H3NO2 in a non-equilibrium geometry.

SMILES   O=c1cc[nH]o1
2S+1   1

The geometry in XYZ format:
```
9
Properties=species:S:1:pos:R:3:forces:R:3
O 0.36430 1.54821 1.90468 -1.0326 -4.7881 -2.7264
C 0.11457 0.67255 1.00818 0.6609 8.0509 3.3537
C 0.16196 -0.69922 0.72623 -1.1684 7.9417 -6.3849
C 0.16370 -0.73693 -0.62750 -2.2799 -1.4756 0.7204
N -0.17475 0.44515 -1.19908 4.2156 -1.3097 2.3163
O -0.24030 1.43718 -0.26269 0.2189 -2.5793 1.3944
H 0.39720 -1.36315 1.30533 2.3823 -7.0856 6.2919
H 0.04303 -1.75790 -1.00327 0.4409 0.8329 -1.3192
H -0.82970 0.45410 -1.85189 -3.4376 0.4127 -3.6463
```
Positions in Å, forces in eV/Å.

---

The following is a DFT calculation (wB97M-V/def2-TZVPD) of a 2-piece molecular cluster, CH6N3 overall in a non-equilibrium geometry.

Total charge   +1
2S+1   1

The geometry in XYZ format:
```
10
Properties=species:S:1:pos:R:3:forces:R:3
C 0.87034 -0.36943 0.04365 -3.3359 -1.8845 0.4070
N -0.96982 0.58895 -0.00834 3.4151 2.5177 -1.0308
N 1.90284 0.30941 -0.15297 -1.7360 0.9311 -0.1245
N -2.01108 -0.08805 -0.13303 -1.6341 -2.9240 -1.1689
H 1.04779 -1.49683 0.17179 -0.3202 1.5318 0.1057
H -1.03366 0.97441 0.90407 1.3989 0.2275 1.4620
H 1.85490 1.27948 -0.36272 0.1468 1.0782 -0.0599
H 2.72719 -0.12659 0.04049 3.4227 -0.9751 0.0270
H -2.24407 -0.29830 -1.11248 -0.2040 -0.4133 0.8198
H -2.14442 -0.77306 0.60954 -1.1533 -0.0895 -0.4375
```
Positions in Å, forces in eV/Å.

---

The following is a DFT calculation (wB97M-V/def2-TZVPD) of a 2-piece molecular cluster, C4H8N overall in a non-equilibrium geometry.

Total charge   +1
2S+1   1

The geometry in XYZ format:
```
13
Properties=species:S:1:pos:R:3:forces:R:3
C 0.30053 -1.06568 0.02218 2.8873 1.1288 2.2367
C 0.69815 -1.23313 1.32842 0.3269 1.8866 -2.9488
C 1.29559 -0.16877 0.51692 -4.4584 -5.5479 1.7617
C 1.86723 1.10300 0.41006 -0.8661 1.0138 -2.6576
N -1.75378 -0.15784 -1.63280 -1.1004 -1.8783 -0.5344
H -0.39517 -1.22542 -0.77211 -0.5091 -0.2195 -0.7013
H 0.36271 -1.82997 2.17866 0.7442 0.4388 0.1008
H 2.51734 1.30979 1.18377 1.3665 0.8837 1.4271
H 0.91841 1.70190 0.41587 0.8358 0.1379 0.2767
H 2.25990 1.24254 -0.62178 0.0845 0.0911 0.7943
H -2.65175 -0.28328 -1.15063 0.5429 0.5322 -0.1470
H -1.95447 -0.32732 -2.61549 0.0814 -0.0922 0.0766
H -1.40928 0.75909 -1.58852 0.0644 1.6250 0.3151
```
Positions in Å, forces in eV/Å.

---

| no. | DFT total energy (eV) |
| --- | --- |
| 1 | -77888.5285 |
| 2 | -8495.8251 |
| 3 | -38993.6193 |
| 4 | -18229.4823 |
| 5 | -80828.0138 |
| 6 | -23889.4494 |
| 7 | -8856.2373 |
| 8 | -15648.4528 |
| 9 | -163944.1481 |
| 10 | -8740.9403 |
| 11 | -5593.6592 |
| 12 | -5757.7705 |